Record 1
# C2H4N2O2

An isolated molecule of C2H4N2O2 (ωB97M-V/def2-TZVPD, OMol25).

XYZ file:
```
10
Properties=species:S:1:pos:R:3:forces:R:3:nbo_charge:R:1
N 1.952 -0.047 0.146 -0.03 -0.03 0.03 -0.81
C 0.692 -0.324 0.564 0.06 -0.11 0.23 0.76
O 0.417 -0.914 1.592 0.09 0.17 -0.30 -0.64
N -0.241 0.186 -0.378 -0.36 -0.04 0.06 -0.64
C -1.472 0.038 -0.096 0.34 0.02 0.03 0.48
O -2.401 0.503 -0.925 0.15 0.01 -0.11 -0.64
H 2.747 -0.328 0.690 -0.10 -0.04 0.05 0.40
H 2.079 0.440 -0.722 0.02 -0.02 0.04 0.40
H -1.876 -0.446 0.793 0.11 0.04 -0.07 0.19
H -1.898 0.892 -1.664 -0.27 0.00 0.04 0.49
```
Positions in Å, forces in eV/Å.

- SMILES = NC(=O)/N=C/O
- relative energy (zero: lowest compared OMol25 entry of this formula, charge and spin) (kcal/mol) = 13.9
- HOMO (eV) = -10.0081

Record 2
# C21H23MnN2O3S5Sb

A structure of composition C21H23MnN2O3S5Sb in a non-equilibrium geometry (ωB97M-V/def2-TZVPD, OMol25).

XYZ file:
```
56
Properties=species:S:1:pos:R:3:forces:R:3:nbo_charge:R:1
Mn 1.599 0.079 -1.235 0.77 1.22 -0.66 1.08
C 0.604 2.205 -3.605 0.12 -0.05 0.02 -0.26
O 0.341 1.744 -2.266 -0.18 0.20 0.06 -0.54
C -0.954 1.689 -1.859 -0.11 0.07 -0.18 0.28
C -1.903 2.621 -2.263 -0.01 -0.04 -0.01 -0.27
C -3.202 2.552 -1.782 0.02 0.02 -0.02 -0.21
C -3.557 1.544 -0.900 -0.01 -0.07 0.04 -0.22
C -2.611 0.611 -0.500 -0.12 -0.04 0.10 -0.23
C -1.304 0.668 -0.966 0.15 -0.18 -0.02 0.14
N -0.286 -0.260 -0.581 -0.64 0.41 -0.06 -0.37
N -0.709 -1.192 0.164 -0.13 -0.49 0.35 -0.14
C 0.079 -2.168 0.642 -0.05 -0.23 0.08 -0.02
C 1.514 -2.236 0.498 -0.42 -0.30 0.15 0.44
O 2.195 -1.307 0.022 0.51 -0.49 0.78 -0.68
C 2.189 -3.440 0.954 0.02 0.29 -0.10 -0.25
C 1.514 -4.421 1.563 -0.25 -0.26 0.16 -0.13
C 0.095 -4.337 1.832 0.19 -0.14 0.04 -0.11
C -0.566 -5.360 2.528 0.05 -0.05 0.02 -0.17
C -1.907 -5.272 2.818 -0.03 0.03 -0.02 -0.25
C -2.618 -4.136 2.409 0.04 -0.04 0.03 -0.22
C -1.989 -3.132 1.709 0.06 0.02 -0.06 -0.16
C -0.619 -3.213 1.395 0.01 0.25 -0.13 -0.01
H 0.020 1.620 -4.313 -0.03 0.00 -0.01 0.21
H 1.660 2.030 -3.782 0.03 -0.03 -0.01 0.26
H 0.384 3.270 -3.694 0.00 0.01 0.03 0.16
H -1.625 3.400 -2.957 0.02 0.00 -0.02 0.22
H -3.932 3.286 -2.102 0.01 -0.03 0.00 0.21
H -4.573 1.469 -0.534 0.03 0.01 0.02 0.21
H -2.874 -0.192 0.174 -0.01 0.03 -0.01 0.23
H 3.252 -3.500 0.763 -0.01 0.05 -0.04 0.24
H 2.043 -5.315 1.878 -0.06 -0.02 0.03 0.21
H 0.005 -6.229 2.835 -0.01 0.02 0.01 0.20
H -2.406 -6.067 3.355 0.00 0.01 0.00 0.21
H -3.671 -4.048 2.646 0.01 0.00 -0.02 0.20
H -2.540 -2.259 1.388 -0.02 -0.03 0.00 0.21
S 5.052 -2.317 -3.603 -0.09 0.07 0.06 -0.82
Sb 3.573 -0.622 -3.810 -0.07 -0.04 -0.14 1.40
S 1.343 -1.241 -3.036 0.02 -0.27 -0.49 -0.63
S 3.600 0.918 -1.961 0.15 0.00 -0.13 -0.65
S 3.379 0.519 -5.763 -0.03 0.02 0.09 -0.87
C 0.420 0.500 2.995 -0.05 -0.01 0.04 -0.62
C -0.068 1.767 2.309 -0.04 -0.13 0.00 -0.61
S 1.301 2.524 1.424 0.09 -0.15 0.00 1.30
O 1.700 1.538 0.371 0.16 0.14 0.11 -1.01
C 0.356 3.791 0.579 0.04 0.10 -0.12 -0.61
C 1.297 4.765 -0.117 -0.01 -0.04 -0.07 -0.62
H -0.420 -0.048 3.422 0.01 0.01 -0.01 0.23
H 1.126 0.730 3.795 -0.01 0.01 -0.01 0.21
H 0.916 -0.154 2.279 0.00 0.00 -0.02 0.23
H -0.428 2.515 3.020 -0.03 -0.02 -0.01 0.22
H -0.845 1.563 1.566 -0.01 -0.01 0.08 0.24
H -0.285 4.272 1.322 0.06 0.04 0.00 0.22
H -0.264 3.247 -0.134 -0.09 0.10 0.05 0.25
H 1.969 5.246 0.596 -0.03 0.00 -0.01 0.21
H 0.727 5.542 -0.626 0.00 -0.02 -0.01 0.22
H 1.902 4.242 -0.860 -0.02 0.00 0.03 0.24
```
Positions in Å, forces in eV/Å.

- HOMO (alpha / beta) (eV) = -4.2458 / -4.2565
- spin multiplicity = 5
- total charge = -1

Record 3
# C15H19BF3O9PS

An isolated molecule of C15H19BF3O9PS (ωB97M-V/def2-TZVPD, OMol25).

XYZ file:
```
49
Properties=species:S:1:pos:R:3:forces:R:3:nbo_charge:R:1
C -3.826 2.807 3.121 0.01 -0.47 0.06 -0.64
C -2.734 2.632 2.073 -0.34 0.11 0.36 -0.05
O -3.266 2.307 0.776 0.33 -0.27 -0.10 -0.72
B -3.350 0.981 0.492 -0.38 0.51 0.01 1.15
O -4.209 0.186 1.213 0.66 -0.17 0.34 -0.88
C -2.446 0.354 -0.646 -0.46 -0.34 -0.32 -0.40
C -2.816 -0.621 -1.500 -0.03 0.13 0.28 -0.36
P -4.473 -1.395 -1.642 -0.11 0.01 -0.91 1.52
O -4.942 -1.620 -3.019 -0.02 -0.01 0.03 -1.04
C -1.786 -1.127 -2.481 -0.02 0.22 0.28 0.51
O -2.023 -1.394 -3.620 -0.02 -0.18 -0.30 -0.41
C -0.402 -1.173 -1.898 0.12 0.18 0.22 -0.42
S 0.574 -2.580 -2.330 -0.16 -0.40 -0.70 2.10
O -0.300 -3.567 -2.879 -0.09 0.09 0.22 -0.88
O 1.775 -2.222 -3.014 0.19 0.20 0.38 -0.89
C 1.039 -3.316 -0.660 -0.14 0.15 -0.11 0.74
F 2.289 -3.020 -0.318 0.06 0.03 0.05 -0.31
F 0.914 -4.623 -0.752 0.07 -0.18 0.06 -0.29
F 0.206 -2.866 0.287 0.07 -0.08 0.09 -0.32
C -0.012 -0.172 -1.099 0.28 -0.55 -0.08 0.06
C 1.327 0.047 -0.470 0.11 0.68 -0.01 -0.49
C 2.395 0.544 -1.486 -0.24 -0.31 -0.21 -0.40
C 3.761 -0.120 -1.369 0.27 0.28 0.09 -0.42
C 4.337 -0.151 0.032 0.33 -0.21 -0.15 -0.07
O 4.455 1.188 0.539 -0.18 -0.16 -0.19 -0.53
C 3.608 1.546 1.534 0.10 -0.05 0.19 0.80
C 3.545 0.653 2.746 0.08 -0.49 -0.37 -0.74
O 2.988 2.562 1.462 -0.14 0.48 -0.03 -0.55
C -1.056 0.873 -0.829 -0.06 0.02 -0.08 0.58
O -0.765 2.037 -0.784 0.09 0.14 0.17 -0.46
H -3.984 1.877 3.668 -0.05 -0.02 -0.02 0.21
H -3.561 3.567 3.852 -0.04 0.14 -0.05 0.22
H -4.772 3.041 2.639 0.02 0.29 -0.01 0.23
H -2.147 3.540 1.964 -0.01 0.04 -0.23 0.20
H -2.051 1.838 2.390 0.12 0.07 -0.03 0.16
H -3.884 -0.720 1.294 -0.34 -0.04 -0.16 0.49
H -4.287 -2.588 -0.914 -0.04 0.14 0.33 -0.09
H -5.319 -0.568 -0.895 0.14 -0.07 0.36 -0.06
H 1.644 -0.828 0.091 0.03 -0.14 -0.19 0.23
H 1.198 0.851 0.257 -0.01 -0.09 0.14 0.25
H 2.025 0.359 -2.494 0.06 0.05 -0.05 0.23
H 2.489 1.623 -1.380 0.03 0.03 0.08 0.24
H 3.764 -1.135 -1.768 -0.17 -0.06 0.04 0.23
H 4.456 0.455 -1.985 0.01 -0.04 -0.08 0.22
H 3.740 -0.779 0.695 -0.11 0.08 0.09 0.17
H 5.335 -0.589 0.004 0.06 0.06 0.05 0.20
H 2.541 0.235 2.807 -0.08 0.11 0.23 0.23
H 3.764 1.250 3.624 -0.13 0.04 0.08 0.25
H 4.241 -0.178 2.674 0.12 0.04 0.15 0.22
```
Positions in Å, forces in eV/Å.

- SMILES = CCOB(O)C1=C([PH2]=O)C(=O)C(S(=O)(=O)C(F)(F)F)=C(CCCCOC(C)=O)C1=O
- HOMO (eV) = -9.9973

Record 4
# C21H42F3NO16

A cluster of 7 separate species, C21H42F3NO16 in total in a non-equilibrium geometry (ωB97M-V/def2-TZVPD, OMol25).

XYZ file:
```
83
Properties=species:S:1:pos:R:3:forces:R:3:lowdin_charge:R:1
N 46.024 48.860 54.756 1.12 0.36 -1.69 0.34
H 46.814 48.715 54.158 0.80 -1.16 -0.72 0.14
H 45.308 49.097 54.111 -1.48 0.51 -0.43 0.13
H 46.373 49.709 55.175 -0.85 0.03 1.85 0.14
H 45.719 48.002 55.201 -0.27 0.20 1.61 0.13
O 43.909 48.601 56.625 4.03 -0.76 -2.61 -0.37
H 43.197 48.778 57.146 -3.15 0.74 2.13 -0.19
C 44.838 51.669 57.042 4.31 6.54 8.26 -0.01
C 45.556 50.778 58.138 -0.53 1.70 -2.39 -0.21
O 44.931 51.293 59.311 2.68 -2.67 0.88 0.14
C 44.020 52.233 59.142 -2.46 1.63 2.95 -0.54
O 43.394 52.760 60.098 2.43 -1.85 -4.17 0.11
O 43.851 52.421 57.841 -0.06 0.37 -1.79 0.08
F 46.906 51.138 57.974 -0.31 -0.34 1.18 -0.01
H 44.472 51.072 56.478 -5.69 -7.01 -7.12 -0.02
H 45.496 52.362 56.488 -0.11 -0.12 0.77 0.15
H 45.495 49.658 57.849 -0.55 1.66 1.42 0.15
C 45.243 46.186 58.851 -2.53 -0.50 -0.85 -0.05
C 44.259 47.076 59.796 4.75 -4.47 1.82 -0.28
O 45.132 47.980 60.401 -0.87 -0.62 -0.33 0.16
C 46.389 47.519 60.190 1.19 3.64 2.95 -0.64
O 47.334 47.996 60.738 0.20 0.07 0.23 0.17
O 46.446 46.645 59.294 2.69 -3.25 -2.22 0.11
F 43.683 46.302 60.727 -0.76 0.11 0.40 0.10
H 45.064 46.622 57.868 -0.01 -0.10 -0.30 0.08
H 45.209 45.021 58.691 -0.18 2.26 1.19 0.17
H 43.701 47.490 59.124 -4.44 2.94 -3.03 0.07
C 40.150 48.318 57.857 -3.63 -0.28 2.74 -0.05
C 40.832 48.967 59.079 3.55 0.78 -2.04 -0.28
O 41.098 47.927 60.028 -0.14 1.30 -0.39 0.15
C 40.795 46.765 59.482 -2.63 -1.00 -2.36 -0.56
O 40.835 45.682 59.942 0.79 -0.32 0.71 0.18
O 40.197 46.940 58.203 0.64 -0.72 2.21 0.01
F 40.223 50.016 59.677 -0.14 -0.92 -0.16 0.09
H 40.595 48.212 56.910 0.77 1.78 -1.26 0.10
H 39.047 48.711 57.909 1.85 -0.76 -0.81 0.16
H 41.847 49.301 58.644 -1.15 0.11 1.39 0.17
C 40.997 50.984 55.346 -6.42 2.44 -8.65 -0.12
O 39.775 51.047 55.967 -2.16 -0.71 -2.58 -0.16
C 39.756 51.905 57.037 -1.23 -0.23 -0.17 -0.17
C 38.282 52.119 57.616 6.49 3.71 -0.65 -0.26
O 37.875 50.928 57.910 -2.93 -3.94 2.36 -0.13
C 36.533 50.945 58.516 1.73 3.84 0.03 -0.16
C 36.415 49.699 59.231 -3.59 -0.05 3.86 -0.31
O 36.294 48.657 58.379 0.66 -3.48 -0.72 -0.17
C 36.063 47.337 59.001 -3.62 4.31 2.08 -0.03
H 40.828 50.230 54.612 0.68 -1.26 -0.25 0.09
H 41.658 50.868 55.962 7.87 -1.81 6.60 -0.03
H 41.336 51.843 54.594 -1.00 -0.58 1.78 0.14
H 40.500 52.607 56.728 -0.33 2.14 0.80 0.12
H 40.180 51.280 57.730 1.38 -0.67 2.93 0.07
H 37.723 52.479 56.830 -1.59 2.04 -1.47 0.11
H 38.637 52.833 58.459 -1.74 -0.71 -0.69 0.17
H 35.790 51.274 57.798 -0.23 -0.77 -0.59 0.13
H 36.520 51.865 59.239 0.13 -1.76 -0.67 0.16
H 35.310 49.667 59.817 2.76 0.69 -0.69 0.18
H 37.249 49.772 60.000 -0.73 -1.08 -0.71 0.15
H 35.727 46.666 58.300 -0.29 -1.37 -1.84 0.05
H 35.174 47.414 59.829 1.59 0.20 -1.96 0.13
H 36.828 47.036 59.600 2.73 -0.95 1.12 0.04
C 43.154 40.221 54.480 -0.07 1.08 6.00 -0.10
O 43.406 41.610 54.732 0.89 -0.55 2.35 -0.15
C 43.401 41.907 56.201 7.24 0.12 -3.22 -0.10
C 43.644 43.395 56.414 7.46 -4.83 0.95 -0.40
O 42.790 44.000 55.800 -9.13 8.34 -6.49 -0.09
C 42.843 45.497 56.033 -1.86 -2.02 1.04 -0.06
C 42.052 46.205 54.945 -1.38 -0.07 0.04 -0.23
O 42.433 45.771 53.656 0.26 -0.43 -0.25 -0.19
C 41.675 46.369 52.589 -4.19 -5.92 1.93 -0.07
H 43.891 39.417 54.677 0.12 0.82 1.09 0.10
H 43.062 40.130 53.544 -0.84 -0.22 -7.56 0.00
H 42.161 40.014 54.876 0.05 -0.61 0.47 0.10
H 44.132 41.236 56.784 -0.20 1.06 -1.14 0.15
H 42.585 41.612 56.598 -6.43 -1.52 2.34 0.05
H 44.639 43.821 56.019 0.16 -1.39 0.96 0.16
H 43.507 43.646 57.381 0.71 0.08 4.55 0.09
H 43.881 45.732 56.054 0.91 0.48 -0.05 0.07
H 42.375 45.652 57.103 0.86 0.03 -2.04 0.16
H 41.876 47.294 55.060 1.66 0.07 -0.03 0.11
H 41.002 45.997 55.078 -0.77 -1.22 0.12 0.11
H 40.416 46.226 52.811 3.37 0.45 -0.54 0.16
H 41.856 45.818 51.659 0.36 0.65 0.29 0.09
H 41.922 47.298 52.743 0.80 5.67 -0.78 0.00
```
Positions in Å, forces in eV/Å.

- relative energy (zero: lowest compared OMol25 entry of this formula, charge and spin) (kcal/mol) = 102.0
- HOMO (eV) = -8.8769